(1)
# C72H154N8O8

A cluster of 9 separate species, C72H154N8O8 in total at a distorted geometry (wB97M-V/def2-TZVPD, the OMol25 dataset).

```
242
Properties=species:S:1:pos:R:3:lowdin_spin:R:1
C 20.934 16.785 10.662 -0.0202
C 21.492 17.917 11.109 0.1146
C 20.980 18.627 12.368 0.1163
O 21.468 19.738 12.776 0.1412
C 19.961 18.021 13.095 -0.0268
C 19.325 16.758 12.726 0.1410
C 19.975 16.061 11.438 0.1489
O 19.572 14.945 11.032 0.1203
O 18.402 16.166 13.292 0.1220
O 22.329 18.388 10.287 0.1226
H 21.248 16.304 9.748 -0.0043
H 19.564 18.648 13.879 -0.0059
C 14.485 14.269 12.018 0.0003
O 15.391 13.159 12.192 0.0004
C 16.435 13.101 11.178 0.0012
C 17.758 12.558 11.692 0.0006
N 18.287 13.282 12.984 0.0004
H 18.492 14.231 12.706 0.0002
H 17.560 13.335 13.683 0.0002
C 19.509 12.546 13.591 0.0007
C 20.329 13.486 14.554 0.0013
O 21.509 12.829 14.937 0.0001
C 21.524 12.175 16.138 0.0000
H 13.810 14.085 11.182 0.0000
H 14.941 15.248 11.877 0.0003
H 13.926 14.339 12.951 0.0000
H 16.629 14.143 10.923 0.0013
H 16.037 12.716 10.239 0.0001
H 18.566 12.651 10.967 0.0002
H 17.583 11.583 12.148 0.0001
H 20.138 12.411 12.711 0.0003
H 19.324 11.522 13.918 0.0001
H 19.747 13.967 15.341 0.0004
H 20.624 14.332 13.933 0.0018
H 20.639 11.568 16.328 0.0000
H 21.700 12.958 16.875 0.0000
H 22.297 11.408 16.089 0.0000
C 28.683 15.645 6.926 0.0000
O 28.152 16.313 5.783 0.0000
C 28.073 15.557 4.628 0.0000
C 27.452 16.169 3.486 0.0000
N 26.257 17.022 3.956 0.0000
H 26.515 17.072 4.931 0.0000
H 26.421 17.887 3.461 0.0000
C 24.777 16.550 3.814 0.0000
C 24.137 15.931 5.129 0.0000
O 24.797 16.444 6.258 0.0000
C 23.957 16.640 7.377 0.0002
H 28.813 16.351 7.746 0.0000
H 29.714 15.431 6.646 0.0000
H 28.249 14.705 7.269 0.0000
H 27.605 14.596 4.839 0.0000
H 29.066 15.196 4.360 0.0000
H 27.155 15.443 2.730 0.0000
H 28.255 16.762 3.048 0.0000
H 24.862 16.023 2.864 0.0000
H 24.235 17.487 3.685 0.0000
H 24.247 14.857 4.977 0.0000
H 23.077 16.153 5.007 0.0000
H 23.250 15.850 7.631 0.0000
H 23.459 17.609 7.398 0.0001
H 24.559 16.580 8.283 0.0002
C 19.987 21.793 9.881 0.0011
C 18.810 22.717 10.160 0.0002
C 18.649 24.011 9.250 0.0000
N 17.692 25.092 9.862 0.0000
C 17.661 26.173 8.677 0.0000
C 16.495 27.162 8.794 0.0000
C 15.140 26.427 8.732 0.0000
C 15.040 25.413 9.867 0.0000
C 16.245 24.416 9.881 0.0000
C 18.231 25.730 11.173 0.0000
H 20.911 22.358 9.760 0.0002
H 19.993 21.333 8.893 0.0004
H 20.206 21.103 10.697 0.0009
H 18.816 23.111 11.176 0.0001
H 17.951 22.101 9.896 0.0000
H 18.277 23.705 8.272 0.0000
H 19.622 24.494 9.162 0.0000
H 17.646 25.689 7.701 0.0000
H 18.644 26.639 8.733 0.0000
H 16.509 27.895 7.988 0.0000
H 16.689 27.808 9.650 0.0000
H 15.041 25.940 7.762 0.0000
H 14.302 27.094 8.936 0.0000
H 14.117 24.837 9.802 0.0000
H 14.969 26.052 10.747 0.0000
H 16.183 23.671 9.087 0.0000
H 16.341 23.778 10.760 0.0000
H 19.286 26.005 11.149 0.0000
H 18.017 24.922 11.873 0.0000
H 17.617 26.613 11.353 0.0000
C 19.906 16.754 6.000 0.0001
C 18.928 16.816 7.226 -0.0003
C 18.128 18.126 7.265 0.0000
N 16.978 18.207 8.270 0.0008
C 17.471 17.840 9.725 0.0043
C 16.356 18.112 10.711 0.0011
C 15.975 19.602 10.778 0.0000
C 15.546 20.086 9.337 0.0000
C 16.523 19.698 8.178 0.0001
C 15.869 17.213 7.848 0.0003
H 20.364 15.765 5.973 0.0000
H 20.737 17.429 6.203 0.0002
H 19.459 16.945 5.025 0.0000
H 19.445 16.736 8.183 -0.0006
H 18.331 15.904 7.223 0.0002
H 17.652 18.142 6.284 0.0000
H 18.734 19.010 7.467 0.0001
H 18.289 18.548 9.849 0.0012
H 17.855 16.828 9.853 0.0024
H 16.644 17.847 11.728 0.0006
H 15.443 17.541 10.540 0.0002
H 16.746 20.226 11.230 -0.0001
H 15.046 19.626 11.348 0.0000
H 15.445 21.171 9.374 0.0000
H 14.574 19.728 8.999 0.0000
H 17.310 20.417 8.405 0.0000
H 16.208 19.798 7.139 0.0000
H 14.877 17.293 8.293 0.0000
H 16.300 16.216 7.942 0.0003
H 15.806 17.347 6.769 0.0000
C 25.995 19.852 6.362 0.0000
C 26.011 20.771 7.671 0.0001
C 25.535 19.899 8.914 0.0001
N 25.330 20.688 10.223 0.0001
C 26.522 21.731 10.388 0.0000
C 26.807 22.326 11.814 0.0000
C 26.927 21.153 12.795 0.0000
C 25.654 20.286 12.756 0.0002
C 25.480 19.724 11.378 0.0006
C 24.055 21.543 10.219 0.0002
H 26.417 20.419 5.532 0.0000
H 24.958 19.587 6.152 0.0001
H 26.575 18.936 6.472 0.0000
H 25.345 21.634 7.666 0.0000
H 27.046 21.022 7.901 0.0000
H 26.202 19.041 8.995 0.0000
H 24.528 19.483 8.888 0.0001
H 27.415 21.156 10.142 0.0000
H 26.414 22.507 9.630 0.0000
H 27.703 22.939 11.914 0.0000
H 25.963 22.923 12.161 0.0000
H 27.875 20.658 12.587 0.0000
H 27.216 21.581 13.756 0.0000
H 25.616 19.436 13.437 0.0000
H 24.797 20.893 13.050 0.0001
H 26.277 19.014 11.157 0.0000
H 24.615 19.061 11.344 0.0003
H 23.181 20.906 10.085 0.0005
H 24.077 22.256 9.395 0.0000
H 24.141 22.171 11.106 0.0000
C 15.279 21.026 19.168 0.0000
C 15.138 19.783 18.307 0.0000
C 16.122 19.724 17.165 0.0000
N 16.053 18.449 16.266 0.0000
C 14.651 18.410 15.502 0.0000
C 14.563 17.184 14.556 0.0005
C 14.852 15.966 15.484 0.0001
C 16.218 15.893 16.119 0.0001
C 16.473 17.151 16.994 0.0000
C 17.214 18.693 15.271 -0.0002
H 15.914 20.876 20.041 0.0000
H 14.298 21.161 19.622 0.0000
H 15.443 21.948 18.610 0.0000
H 14.120 19.800 17.916 0.0000
H 15.162 18.873 18.906 0.0000
H 17.135 19.652 17.562 0.0000
H 16.124 20.626 16.553 0.0000
H 13.839 18.472 16.227 0.0000
H 14.629 19.346 14.944 0.0000
H 13.530 17.311 14.233 0.0000
H 15.135 17.103 13.632 0.0004
H 14.053 16.042 16.220 0.0000
H 14.720 15.013 14.972 0.0000
H 16.217 15.060 16.822 0.0000
H 16.941 15.602 15.357 0.0002
H 15.717 17.146 17.778 0.0000
H 17.447 17.129 17.484 0.0000
H 17.103 17.917 14.514 0.0000
H 18.125 18.582 15.860 0.0000
H 17.319 19.712 14.898 -0.0001
C 20.352 13.223 8.346 0.0004
C 21.793 13.456 8.655 0.0001
C 22.175 12.577 9.915 0.0005
N 23.532 12.858 10.606 -0.0001
C 23.358 14.294 11.183 -0.0009
C 24.419 14.638 12.226 0.0000
C 24.556 13.521 13.246 0.0000
C 24.875 12.110 12.583 0.0000
C 23.679 11.728 11.704 0.0000
C 24.625 12.752 9.518 0.0000
H 20.136 13.651 7.367 0.0000
H 19.642 13.800 8.938 0.0006
H 19.974 12.229 8.107 0.0000
H 22.025 14.521 8.701 0.0000
H 22.384 13.105 7.809 0.0000
H 22.149 11.544 9.568 0.0000
H 21.486 12.636 10.758 0.0004
H 22.338 14.467 11.526 -0.0002
H 23.397 15.018 10.370 -0.0003
H 24.121 15.499 12.823 0.0001
H 25.315 15.036 11.748 0.0000
H 23.686 13.438 13.898 0.0000
H 25.411 13.704 13.898 0.0000
H 25.049 11.432 13.419 0.0000
H 25.808 12.125 12.018 0.0000
H 22.745 11.725 12.266 0.0000
H 23.761 10.762 11.204 0.0000
H 24.495 11.706 9.238 0.0000
H 25.586 12.830 10.025 0.0000
H 24.359 13.489 8.760 0.0000
C 22.427 22.990 14.343 0.0002
C 21.272 22.732 15.430 0.0001
C 21.635 23.293 16.855 0.0000
N 20.578 23.052 17.956 0.0000
C 21.235 23.344 19.372 0.0000
C 20.220 23.364 20.532 0.0000
C 18.986 24.200 20.213 0.0000
C 18.277 23.741 18.881 0.0000
C 19.287 23.858 17.705 0.0000
C 20.273 21.496 17.993 0.0000
H 22.297 22.428 13.418 0.0001
H 23.362 22.610 14.756 0.0001
H 22.468 24.061 14.145 0.0000
H 21.245 21.647 15.532 0.0000
H 20.262 22.988 15.112 0.0001
H 21.953 24.332 16.770 0.0000
H 22.533 22.730 17.107 0.0000
H 21.603 24.353 19.192 0.0000
H 22.137 22.736 19.435 0.0000
H 20.975 23.626 21.273 0.0000
H 19.949 22.361 20.859 0.0000
H 19.242 25.259 20.183 0.0000
H 18.306 24.058 21.053 0.0000
H 17.638 24.617 18.767 0.0000
H 17.795 22.764 18.899 0.0000
H 19.595 24.897 17.587 0.0000
H 18.867 23.499 16.765 0.0000
H 19.632 21.399 18.869 0.0000
H 21.152 20.899 18.234 0.0000
H 19.801 21.084 17.101 0.0000
```

Output
Strongest force on any atom (eV Å⁻¹): 5.7
Charge: +5
LUMO level (spin up / spin down) (eV): -8.1 / -8.1
<S²>: 0.77
Kohn-Sham gap (spin up / spin down) (eV): 2.928 / 5.069
M (Da): 1260.07
2S+1: 2

(2)
# C4H10NO

A cluster of 2 separate species, C4H10NO in total (wB97M-V/def2-TZVPD, the OMol25 dataset).

```
16
Properties=species:S:1:pos:R:3:nbo_charge:R:1
C 0.491 -2.358 1.857 -0.4184
N -0.380 -1.251 1.508 -0.6910
C 0.354 -0.157 0.794 0.1223
O 0.813 -0.512 -0.415 -0.9582
H 1.096 -2.697 1.006 0.1825
H -0.146 -3.182 2.204 0.1623
H 1.117 -2.111 2.719 0.1656
H -1.072 -1.571 0.843 0.3312
H 1.136 0.140 1.539 0.0669
H -0.413 0.669 0.749 0.0695
C -0.601 1.520 -2.217 -0.3706
C -0.332 2.817 -2.069 -0.4475
H -0.276 0.718 -1.538 0.2841
H -1.354 1.255 -2.961 0.1510
H 0.481 3.149 -1.433 0.1863
H -0.916 3.571 -2.586 0.1639
```

Output
Strongest force on any atom (eV Å⁻¹): 1.0
Charge: -1
ΔE to the lowest compared entry with this formula, charge and spin (kcal per mole): 28.3
LUMO level (eV): 4.3
Kohn-Sham gap (eV): 6.934
M (Da): 88.13

(3)
# C3H7NO

An isolated molecule of C3H7NO at a distorted geometry (wB97M-V/def2-TZVPD, the OMol25 dataset).

```
12
Properties=species:S:1:pos:R:3:nbo_charge:R:1
C 0.231 -1.232 0.139 -0.6325
C 0.306 0.244 -0.288 -0.1744
N -0.866 0.686 -1.087 -0.7935
C 0.383 1.131 0.935 0.4392
O 0.308 2.323 0.987 -0.4845
H -0.391 -1.270 1.036 0.2064
H 1.206 -1.696 0.251 0.2211
H -0.349 -1.818 -0.578 0.2161
H 1.202 0.482 -0.865 0.2170
H -1.672 0.484 -0.518 0.3431
H -0.965 0.091 -1.892 0.3527
H 0.606 0.574 1.880 0.0891
```

Output
Strongest force on any atom (eV Å⁻¹): 1.3
ΔE to the lowest compared entry with this formula, charge and spin (kcal per mole): 33.3
LUMO level (eV): 0.8
Kohn-Sham gap (eV): 10.581
M (Da): 73.09

(4)
# C3H7NO3

A cluster of 2 separate species, C3H7NO3 in total (wB97M-V/def2-TZVPD, the OMol25 dataset).

```
14
Properties=species:S:1:pos:R:3:nbo_charge:R:1
C -1.339 1.187 -0.067 -0.2785
C 0.932 0.602 0.386 0.4289
O -0.156 1.261 0.756 -0.4631
N 1.192 0.350 -0.917 -0.8071
H 2.145 0.046 -1.073 0.3961
H 1.764 0.814 1.049 0.2127
H -2.058 1.845 0.409 0.2111
H -1.117 1.529 -1.079 0.1978
H -1.714 0.163 -0.097 0.2135
C -0.084 -1.965 0.460 0.7648
O -0.267 -1.876 -0.758 -0.6931
O -0.386 -2.685 1.376 -0.5947
H 0.532 -0.365 -1.298 0.4457
H 0.557 -0.905 0.854 -0.0343
```

Output
Strongest force on any atom (eV Å⁻¹): 0.7
ΔE to the lowest compared entry with this formula, charge and spin (kcal per mole): 73.0
LUMO level (eV): 0.0
Kohn-Sham gap (eV): 9.330
M (Da): 105.09

(5)
# C3H8N4

A cluster of 2 separate species, C3H8N4 in total at a distorted geometry (wB97M-V/def2-TZVPD, the OMol25 dataset).

```
15
Properties=species:S:1:pos:R:3:nbo_charge:R:1
C 1.521 0.595 -0.531 -0.6698
C 0.032 0.724 -0.271 -0.0522
C -0.608 1.779 -0.985 0.2515
N -1.132 2.563 -1.644 -0.3154
N -0.497 0.508 0.933 -0.0907
N 0.192 -0.120 1.860 -0.5602
H 1.785 1.062 -1.477 0.2456
H 2.122 1.083 0.240 0.2284
H 1.787 -0.465 -0.558 0.2208
H -0.387 -0.575 2.549 0.3883
H 1.033 -0.640 1.611 0.3615
N -1.301 -1.715 -0.305 -1.1464
H -0.793 -0.925 -0.957 0.3976
H -2.123 -1.217 0.037 0.3624
H -1.632 -2.658 -0.502 0.3786
```

Output
Strongest force on any atom (eV Å⁻¹): 4.5
ΔE to the lowest compared entry with this formula, charge and spin (kcal per mole): 70.1
LUMO level (eV): 0.2
Kohn-Sham gap (eV): 9.470
M (Da): 100.12

(6)
# C5H10BeO3

A structure of composition C5H10BeO3 at a distorted geometry (wB97M-V/def2-TZVPD, the OMol25 dataset).

```
19
Properties=species:S:1:pos:R:3:nbo_charge:R:1
C 2.675 0.875 0.208 -0.0729
O 1.766 1.903 -0.038 -0.9757
C 2.133 -0.484 -0.248 -0.0872
O 0.806 -0.564 0.227 -0.7573
C -0.344 -1.465 -0.018 -0.1643
C -1.588 -0.893 0.533 -0.3740
O -1.719 0.478 -0.046 -0.7564
C -3.036 0.886 -0.331 -0.2272
Be 0.012 1.011 0.202 1.6564
H 2.920 0.804 1.288 0.1421
H 3.635 1.039 -0.318 0.1639
H 2.725 -1.329 0.140 0.1847
H 2.091 -0.519 -1.350 0.1708
H -0.101 -2.421 0.467 0.2086
H -0.359 -1.574 -1.114 0.1789
H -1.480 -0.728 1.623 0.1345
H -3.001 1.634 -1.135 0.1828
H -3.632 0.019 -0.651 0.2138
H -3.503 1.328 0.562 0.1785
```

Output
Strongest force on any atom (eV Å⁻¹): 3.9
ΔE to the lowest compared entry with this formula, charge and spin (kcal per mole): 32.7
LUMO level (eV): -0.1
Kohn-Sham gap (eV): 7.247
M (Da): 127.14